38
Properties=species:S:1:pos:R:3 method="wB97M-V/def2-TZVPD" fmax_ev_per_a=7.254 energy_ev=-61008.7710 smiles="CCCN1NC(N(/C(I)=C(/C)I)P(=N)(O)O)=[N+]=C1P(=O)(O)O" homo_energy_ev=-11.696 charge=+1 homo_lumo_gap_ev=6.890
C -4.244 -1.080 2.911
C -2.747 -1.062 2.242
C -2.039 0.454 2.243
N -1.042 0.418 1.081
N 0.163 -0.275 1.044
C 0.845 -0.089 -0.328
N 2.048 -0.679 -0.720
C 2.578 -0.444 -2.118
I 2.573 -2.236 -3.447
C 3.084 0.841 -2.672
C 3.557 0.802 -4.274
I 3.185 2.649 -1.425
P 2.986 -1.774 0.378
N 4.309 -2.414 -0.373
O 3.441 -0.918 1.862
O 1.949 -3.128 0.780
N -0.027 0.828 -1.180
C -1.213 1.132 -0.241
P -2.582 2.271 -0.931
O -3.335 1.491 -2.120
O -3.725 2.854 0.245
O -1.786 3.704 -1.599
H -4.605 -2.217 2.885
H -4.135 -0.801 4.045
H -5.056 -0.468 2.332
H -1.994 -1.812 2.749
H -2.887 -1.317 1.084
H -1.497 0.578 3.300
H -2.857 1.283 2.141
H 0.531 -0.839 1.846
H 2.596 0.468 -4.898
H 3.863 1.853 -4.688
H 4.429 0.015 -4.439
H 4.158 -3.458 -0.379
H 2.817 -1.222 2.603
H 1.107 -3.110 0.216
H -3.244 3.609 0.723
H -1.203 4.092 -0.878

=====

33
Properties=species:S:1:pos:R:3 method="wB97M-V/def2-TZVPD" fmax_ev_per_a=0.479 energy_ev=-34315.8826 homo_energy_ev="-16.788 / -16.788" charge=+2 spin_multiplicity=2 homo_lumo_gap_ev="8.260 / 7.141"
Ir 0.242 0.691 0.700
N 1.182 -0.090 2.447
N 2.570 0.173 2.510
C 3.186 0.875 1.548
N 4.468 1.137 1.670
S 2.346 1.411 0.142
H 0.725 0.373 3.238
H 1.046 -1.096 2.563
H 3.055 -0.141 3.341
H 5.020 0.837 2.461
H 4.950 1.653 0.947
O -1.568 -0.399 1.163
C -1.108 -1.393 0.518
C -1.633 -2.737 0.158
C -0.458 -3.318 -0.665
C 0.656 -2.271 -0.686
O 1.739 -2.293 -1.160
N 0.111 -1.165 0.061
H -2.563 -2.644 -0.404
H -1.861 -3.309 1.058
H -0.731 -3.536 -1.697
H -0.055 -4.237 -0.241
C -2.945 2.080 -0.979
C -1.673 1.489 -1.559
C -1.205 2.158 -2.834
O -0.620 1.723 -0.572
H -3.764 1.850 -1.661
H -2.864 3.163 -0.898
H -3.182 1.658 -0.004
H -1.747 0.406 -1.680
H -1.172 3.240 -2.716
H -1.919 1.920 -3.624
H -0.228 1.792 -3.144

=====

25
Properties=species:S:1:pos:R:3 method="wB97M-V/def2-TZVPD" fmax_ev_per_a=4.731 energy_ev=-10036.7315 smiles="C=C(C)C(C)(C)[N+](=C)C" homo_energy_ev=-13.393 charge=+1 homo_lumo_gap_ev=9.012
C -0.773 1.764 -0.736
C -1.014 0.569 -0.124
C -2.455 0.223 0.229
C 0.018 -0.532 -0.047
C 0.054 -1.260 -1.485
C -0.011 -1.510 1.096
N 1.275 0.294 0.054
C 2.150 0.377 -0.859
C 1.437 0.901 1.418
H -1.523 2.585 -0.898
H 0.158 2.081 -1.193
H -3.021 -0.335 -0.537
H -3.097 1.149 0.279
H -2.446 -0.205 1.209
H 0.281 -0.576 -2.220
H -1.013 -1.648 -1.620
H 0.692 -2.110 -1.492
H -0.879 -2.298 1.024
H -0.286 -1.416 2.160
H 0.902 -2.031 1.079
H 2.035 -0.136 -1.796
H 3.000 1.066 -0.744
H 1.937 0.178 2.029
H 0.420 1.071 1.808
H 2.159 1.799 1.366

=====

29
Properties=species:S:1:pos:R:3 method="wB97M-V/def2-TZVPD" fmax_ev_per_a=5.624 energy_ev=-17675.2261 homo_energy_ev=-9.796 homo_lumo_gap_ev=9.872
C 2.964 -1.057 0.297
C 1.469 -1.290 0.663
C -0.776 -0.730 0.209
C -1.794 -1.964 0.074
C -1.359 0.562 -0.296
C -2.907 0.460 -0.309
C -1.073 1.937 0.473
C 0.395 2.333 0.390
H 3.517 0.740 -0.710
H 3.842 -1.051 -1.911
H 3.324 -0.347 1.008
H 3.429 -2.066 0.316
H 0.867 -0.431 -1.028
H -0.675 -0.611 1.312
H -0.976 0.881 -1.353
H -3.252 -0.332 -0.771
H -3.219 0.239 0.718
H -3.496 1.299 -0.732
H -1.534 2.683 -0.120
H -1.362 1.984 1.546
H 0.617 3.331 0.721
H 0.702 2.392 -0.714
H 0.925 1.511 0.944
H -0.487 -2.352 -1.131
N 3.076 -0.454 -1.041
N 0.549 -1.024 -0.335
O 1.268 -1.615 1.845
O -2.703 -2.179 0.784
O -1.331 -2.849 -0.849

=====

29
Properties=species:S:1:pos:R:3 method="wB97M-V/def2-TZVPD" fmax_ev_per_a=2.621 energy_ev=-17678.4195 smiles="CC(C)C[C@H](NC(=O)CN)C(=O)O" homo_energy_ev=-9.693 homo_lumo_gap_ev=10.198
C -2.009 -0.634 -1.219
C -1.105 -1.608 -0.492
C -1.257 -1.694 1.068
C 0.448 -1.498 -0.825
C 1.130 -0.228 -0.236
N 0.876 1.003 -0.981
C 0.245 2.119 -0.422
O -0.256 2.916 -1.190
C 0.200 2.355 1.036
N -0.589 1.307 1.663
C 2.618 -0.454 0.035
O 2.962 -1.467 0.610
O 3.568 0.371 -0.454
H -1.936 0.323 -0.732
H -3.067 -0.964 -1.194
H -1.774 -0.527 -2.318
H -1.290 -2.613 -0.908
H -0.629 -2.482 1.483
H -0.920 -0.820 1.580
H -2.291 -1.947 1.283
H 0.890 -2.303 -0.302
H 0.589 -1.576 -1.929
H 0.684 -0.096 0.798
H 0.716 0.886 -1.988
H -0.202 3.345 1.182
H 1.279 2.236 1.401
H -0.456 1.485 2.613
H -1.556 1.493 1.427
H 3.131 1.072 -0.988

=====

27
Properties=species:S:1:pos:R:3 method="wB97M-V/def2-TZVPD" fmax_ev_per_a=5.094 energy_ev=-13014.9844 homo_energy_ev=-10.984 charge=+1 homo_lumo_gap_ev=5.480
C 0.888 -1.450 -2.561
C -0.858 -0.675 1.712
C 1.361 -0.774 -3.639
C -0.254 0.232 -0.315
C 2.375 0.356 -3.486
C -1.151 -1.268 4.055
C -0.311 2.307 -1.459
C -0.718 -1.741 2.685
N 0.603 -2.104 -1.584
N -0.265 -0.757 0.563
N -0.388 1.594 -0.281
H -1.648 0.047 1.881
H 0.945 -1.133 -4.566
H -0.139 -0.142 -1.384
H 2.090 0.854 -2.526
H 2.065 1.144 -4.168
H 3.361 0.052 -3.867
H -2.224 -0.884 4.074
H -0.466 -0.555 4.403
H -1.076 -2.050 4.796
H -0.303 1.593 -2.233
H -1.054 3.059 -1.614
H 0.561 2.796 -1.739
H 0.302 -2.134 2.555
H -1.402 -2.645 2.423
H 0.008 -2.184 -0.695
H -0.302 2.134 0.584

=====

28
Properties=species:S:1:pos:R:3 method="wB97M-V/def2-TZVPD" fmax_ev_per_a=5.984 energy_ev=-15061.6882 homo_energy_ev=-10.914 charge=+1 homo_lumo_gap_ev=7.419
C 3.779 -0.937 0.499
C 2.755 -1.041 -0.608
C 3.734 0.467 0.971
C -1.388 -0.699 0.645
C 2.518 0.423 -0.916
C -0.830 1.305 -0.529
C -4.525 -0.044 -0.063
C -3.141 0.434 -0.672
N 0.027 -0.549 0.380
N 0.176 0.523 -0.341
N -1.979 0.569 0.237
O 2.932 1.224 0.012
H 3.712 -1.657 1.300
H 4.798 -1.068 0.106
H 3.089 -1.632 -1.500
H 1.754 -1.323 -0.328
H 3.227 0.485 2.002
H 4.672 1.085 0.931
H -1.853 -1.545 0.111
H -1.368 -1.038 1.653
H 2.105 0.835 -1.863
H -1.120 2.352 -0.814
H -5.178 0.771 -0.315
H -4.854 -0.925 -0.407
H -4.495 -0.143 1.127
H -3.382 1.405 -1.233
H -2.808 -0.386 -1.449
H -2.359 1.108 1.065

=====

26
Properties=species:S:1:pos:R:3 method="wB97M-V/def2-TZVPD" fmax_ev_per_a=3.982 energy_ev=-12082.2267 homo_energy_ev=-13.840 charge=+1 homo_lumo_gap_ev=8.788
C -0.055 0.488 -1.350
C -0.153 1.246 -0.397
C -0.832 -1.094 -3.033
C -1.141 -1.435 1.274
C 1.867 -0.230 1.080
C 0.430 -0.371 -2.413
C -0.713 -0.089 1.789
C 0.524 0.576 1.326
N 0.893 1.720 1.949
O -0.747 2.379 0.068
H -0.499 -2.135 -3.098
H -1.276 -0.601 -3.957
H -1.574 -1.000 -2.247
H -0.381 -2.173 1.120
H -1.709 -1.428 0.242
H -1.781 -2.033 2.015
H 2.324 -0.424 2.012
H 2.497 0.471 0.612
H 1.754 -1.197 0.419
H 0.773 0.467 -3.065
H 1.166 -1.049 -1.984
H -1.524 0.532 1.616
H -0.689 -0.136 2.859
H -1.053 2.928 -0.650
H 1.731 2.274 1.680
H 0.168 2.316 2.132

=====

27
Properties=species:S:1:pos:R:3 method="wB97M-V/def2-TZVPD" fmax_ev_per_a=4.584 energy_ev=-31703.9839 homo_energy_ev="-12.370 / -12.770" charge=+1 homo_lumo_gap_ev="6.293 / 5.836"
C 2.509 1.080 -0.911
C 3.761 0.601 -0.790
C 1.425 0.785 0.128
C 2.000 0.853 1.451
C -3.210 -0.431 0.584
C 0.573 -0.969 -1.536
C -1.846 0.079 0.018
C -0.590 -0.785 0.503
N 0.767 -0.685 -0.183
S 4.659 -0.144 0.371
S 1.655 -2.023 0.537
H 2.245 1.686 -1.810
H 4.429 1.004 -1.551
H 0.667 1.506 -0.083
H 3.026 1.325 1.563
H 2.230 -0.138 1.979
H 1.297 1.342 2.048
H -3.299 -0.175 1.636
H -4.068 -0.023 0.144
H -3.182 -1.545 0.686
H 1.498 -1.412 -2.000
H -0.285 -1.662 -1.767
H 0.300 -0.073 -2.046
H -1.949 1.169 0.358
H -1.862 0.083 -1.071
H -0.431 -0.492 1.538
H -1.014 -1.884 0.578

=====

25
Properties=species:S:1:pos:R:3 method="wB97M-V/def2-TZVPD" fmax_ev_per_a=1.122 energy_ev=-10602.3401 smiles="CC=C(C)C.CC(C)=O" homo_energy_ev=-8.907 homo_lumo_gap_ev=9.806
C -1.560 1.694 0.290
C -0.571 0.850 1.043
C 0.737 0.676 0.790
C 1.578 -0.218 1.664
C 1.493 1.320 -0.343
H -1.092 2.210 -0.566
H -1.988 2.453 0.966
H -2.377 1.057 -0.087
H -0.980 0.312 1.909
H 2.012 -1.035 1.063
H 2.401 0.361 2.117
H 0.973 -0.660 2.473
H 1.922 0.533 -0.986
H 0.852 1.970 -0.962
H 2.317 1.927 0.068
C -0.847 -2.128 0.048
C 0.063 -1.423 -0.932
C -0.613 -0.523 -1.941
O 1.273 -1.572 -0.910
H -0.259 -2.761 0.733
H -1.568 -2.767 -0.490
H -1.409 -1.390 0.645
H -1.316 -1.105 -2.562
H -1.176 0.274 -1.426
H 0.135 -0.055 -2.602

=====

26
Properties=species:S:1:pos:R:3 method="wB97M-V/def2-TZVPD" fmax_ev_per_a=3.941 energy_ev=-12646.7438 homo_energy_ev="-7.767 / -7.768" homo_lumo_gap_ev="7.929 / 7.930"
C 0.288 0.217 -0.451
C -0.217 1.073 0.499
C 0.114 -1.266 0.476
C -0.782 0.632 -1.983
C 1.728 0.305 -0.895
C 0.562 2.267 0.951
C -0.708 -1.376 1.752
C -0.391 -2.257 -0.569
O -0.481 1.839 -2.266
O -1.534 1.115 0.772
H -1.729 1.815 1.406
H 1.153 -1.490 0.728
H -1.811 0.404 -1.643
H -0.432 -0.201 -2.623
H 2.441 0.456 -0.084
H 2.004 -0.613 -1.412
H 1.826 1.160 -1.561
H 0.092 2.743 1.813
H 1.577 2.000 1.231
H 0.588 2.970 0.110
H -0.645 -2.396 2.129
H 0.238 -2.266 -1.455
H -0.331 -0.720 2.533
H -1.754 -1.149 1.565
H -0.393 -3.261 -0.138
H -1.403 -2.003 -0.883

=====

26
Properties=species:S:1:pos:R:3 method="wB97M-V/def2-TZVPD" fmax_ev_per_a=0.372 energy_ev=-12647.1000 homo_energy_ev=-9.253 homo_lumo_gap_ev=8.439
C -0.984 1.185 0.435
C -1.186 2.328 1.420
C 0.658 0.514 0.810
C 1.639 1.433 0.696
O -1.092 1.515 -0.825
H -0.379 0.703 -1.498
H -1.549 0.292 0.750
H 0.611 -0.045 1.743
H -0.936 2.034 2.441
H -0.583 3.185 1.126
H -2.240 2.618 1.389
H 1.722 2.015 -0.217
H 2.366 1.631 1.476
C -0.402 -1.769 -0.280
C 2.087 -1.278 -0.553
C -1.658 -1.731 -1.150
C 0.675 -0.712 -0.639
O 0.474 -0.002 -1.730
H 0.080 -2.744 -0.402
H -0.664 -1.710 0.779
H 2.297 -1.689 0.436
H 2.175 -2.082 -1.288
H 2.816 -0.506 -0.790
H -2.187 -0.781 -1.077
H -1.399 -1.874 -2.200
H -2.341 -2.529 -0.852